#P
Molecular formula: C4H12NO2
Method: DFT, ωB97M-V/def2-TZVPD

Summary:
net charge	-1
gap between HOMO and LUMO	7.251	eV

Geometry (Å):
C  1.7601  1.0273  -1.9855
N  1.4175  0.4308  -0.7254
C  1.0782  -1.0026  -0.8071
C  -0.4660  -1.2011  -0.5008
C  -1.2793  0.0696  -0.3203
O  -0.9900  0.8278  0.8288
H  2.8224  0.7193  -2.1518
H  1.1580  0.7991  -2.8718
H  1.8542  2.1164  -1.8672
H  0.9143  0.8540  0.0562
H  1.2494  -1.5743  -1.7236
H  1.6386  -1.4020  0.0465
H  -0.6362  -1.7297  0.4886
H  -0.9226  -1.7858  -1.3110
H  -2.3500  -0.0798  -0.3199
H  -0.9683  0.6951  -1.1846
H  -1.0249  0.1660  2.2812
H  -2.0683  -0.7117  3.0391
O  -1.3047  -0.1601  3.2167


#Q
Molecular formula: C4H12NO2
Method: DFT, ωB97M-V/def2-TZVPD

Summary:
net charge	-1
gap between HOMO and LUMO	7.475	eV

Geometry (Å):
C  -0.9438  0.8435  0.4724
O  -1.1852  -0.3044  1.2099
C  0.1192  0.9528  -0.6597
C  1.5018  0.8009  -0.0836
C  1.6760  -0.5872  0.3411
N  1.4533  -1.7018  -0.6323
H  -0.7795  1.7330  1.0871
H  -1.8612  1.1801  -0.1474
H  -0.1226  1.9219  -1.1776
H  -0.1850  0.2447  -1.4104
H  1.4820  1.4614  0.8069
H  2.3152  1.1289  -0.7906
H  2.6766  -0.8749  0.9829
H  1.0220  -0.8154  1.1583
H  0.4741  -1.5781  -0.8363
H  1.9207  -1.3511  -1.5125
H  -2.6414  -0.4904  0.8043
H  -3.3538  -1.6059  -0.1493
O  -3.5683  -0.9582  0.5369


Most stable: #Q


#P
Molecular formula: C4H12NO2
Method: DFT, ωB97M-V/def2-TZVPD

Summary:
net charge	-1
gap between HOMO and LUMO	7.998	eV

Geometry (Å):
C  2.5872  1.3286  0.2374
N  1.6062  0.9529  -0.7729
C  0.4475  1.7891  -0.6509
O  -0.7685  1.2645  -1.0382
H  2.9249  2.4021  0.1637
H  3.4787  0.6269  0.0809
H  2.1667  1.2752  1.2465
H  1.3400  -0.0688  -0.5014
H  0.3685  2.1854  0.3770
H  0.6197  2.7098  -1.2924
H  -0.7697  0.3381  -0.5397
C  -1.1145  -1.9374  -0.0667
O  -0.2915  -0.8496  0.0519
C  -2.3947  -1.7580  0.7619
H  -0.5423  -2.8622  0.2239
H  -1.4667  -2.1829  -1.1218
H  -3.1001  -2.6018  0.5060
H  -2.9694  -0.8026  0.5532
H  -2.1219  -1.8090  1.7815


#Q
Molecular formula: C4H12NO2
Method: DFT, ωB97M-V/def2-TZVPD

Summary:
net charge	-1
gap between HOMO and LUMO	7.774	eV

Geometry (Å):
N  1.8348  -2.0316  1.1199
C  0.7105  -1.4665  1.7958
O  0.5888  0.0033  1.7218
H  1.8097  -1.7097  0.1630
H  2.7059  -1.7619  1.5345
H  -0.1746  -1.9185  1.3788
H  0.7552  -1.6479  2.8751
H  0.6443  0.1281  0.7055
C  0.2864  0.7048  -1.6786
O  0.9152  -0.1504  -0.7255
C  -0.7666  1.5402  -0.9636
C  -2.0159  0.7573  -0.5097
H  -0.1032  0.1075  -2.5354
H  1.0490  1.3737  -2.1554
H  -1.0756  2.4126  -1.5708
H  -0.2564  2.0422  -0.1072
H  -2.6340  1.3713  0.1192
H  -1.7045  -0.0563  0.1649
H  -2.5690  0.3017  -1.3323


#R
Molecular formula: C4H12NO2
Method: DFT, ωB97M-V/def2-TZVPD

Summary:
net charge	-1
gap between HOMO and LUMO	7.176	eV

Geometry (Å):
C  0.0280  2.0417  1.1474
N  -0.9357  1.0946  0.4922
C  -0.1272  -0.9149  1.9650
C  -0.7136  -0.4034  0.6225
C  0.1029  -0.9180  -0.8088
O  -0.1265  -0.1666  -1.8223
H  -0.6038  2.4927  2.0962
H  1.0383  1.4470  1.5468
H  0.3119  2.9237  0.4669
H  -0.9134  1.1856  -0.5246
H  -0.8496  -1.2514  2.7437
H  0.5837  -0.1844  2.3165
H  0.2963  -1.9362  1.7317
H  -1.7343  -0.8205  0.7396
H  -0.4230  -1.8222  -0.8895
H  1.1383  -0.8087  -0.4330
H  0.7070  -0.2160  -3.1880
H  0.9994  -1.3317  -4.1976
O  1.2214  -0.4113  -4.0046


Most stable: #Q


#P
Molecular formula: C4H12NO2
Method: DFT, ωB97M-V/def2-TZVPD

Summary:
net charge	-1
gap between HOMO and LUMO	6.513	eV

Geometry (Å):
C  0.5528  -0.4270  1.8873
O  -0.5902  -0.5257  2.5666
C  0.2707  0.1399  0.3561
C  -0.2922  1.5763  0.4881
C  -0.6548  2.3091  -0.7976
N  -0.7703  -0.7457  -0.2193
H  1.0138  -1.4521  1.8069
H  1.3181  0.2646  2.2544
H  1.0531  0.0466  -0.3783
H  0.4289  2.2345  0.9921
H  -1.1291  1.4718  1.2329
H  0.2120  2.6356  -1.3977
H  -1.1919  1.6378  -1.4831
H  -1.3204  3.1908  -0.8112
H  -1.5124  -0.2659  -0.7358
H  -1.2133  -1.1614  0.6118
H  0.9052  -4.3146  -2.0338
H  1.3280  -2.8869  -1.9698
O  1.5920  -3.7276  -2.3694


#Q
Molecular formula: C4H12NO2
Method: DFT, ωB97M-V/def2-TZVPD

Summary:
net charge	-1
gap between HOMO and LUMO	7.654	eV

Geometry (Å):
C  -1.7849  0.4218  0.3841
N  -0.4003  0.5488  0.8536
C  0.4957  1.6167  -1.1837
C  0.6267  0.4613  -0.1908
C  0.7168  -0.9098  -0.8740
O  1.4161  -1.8344  -0.1112
H  -2.0650  1.3098  -0.1940
H  -1.9454  -0.4103  -0.3071
H  -2.4197  0.2770  1.2451
H  -0.2328  -0.2704  1.4697
H  1.4468  1.8858  -1.6489
H  0.1982  2.5149  -0.6281
H  -0.2632  1.3981  -1.9272
H  1.5568  0.5295  0.3647
H  1.2121  -0.7996  -1.8531
H  -0.2966  -1.2911  -1.0902
H  0.8736  -1.9351  0.7611
H  0.7246  -1.6797  2.8420
O  0.1405  -1.8333  2.0879


Most stable: #Q


#P
Molecular formula: C4H12NO2
Method: DFT, ωB97M-V/def2-TZVPD

Summary:
net charge	-1
gap between HOMO and LUMO	7.744	eV

Geometry (Å):
C  1.0927  0.8631  -0.3581
N  1.1540  -0.1564  0.7878
C  1.0537  -1.6320  0.0579
O  0.1703  -1.6237  -0.8750
C  0.3893  2.1814  0.0460
C  -1.0847  1.8694  0.2399
H  0.6702  0.2328  -1.0782
H  2.0599  1.1851  -0.5917
H  0.3296  -0.0072  1.2891
H  0.8586  -2.3585  0.8657
H  1.9951  -1.9634  -0.4190
H  0.7962  2.3350  1.0680
H  0.7056  2.9579  -0.6469
H  -1.1690  0.7294  0.1658
H  -1.7187  2.0191  -0.7239
H  -1.6211  2.3690  1.0469
H  -2.1641  -1.7555  0.8082
H  -1.2555  -1.4584  -0.2663
O  -2.2042  -1.2366  0.0067


#Q
Molecular formula: C4H12NO2
Method: DFT, ωB97M-V/def2-TZVPD

Summary:
net charge	-1
gap between HOMO and LUMO	6.475	eV

Geometry (Å):
C  0.3000  0.7868  -1.3777
C  0.7806  0.4691  0.0559
C  0.8561  1.6758  0.9848
N  -0.0908  -0.6384  0.5165
C  -1.6142  -0.3964  0.5215
O  -2.1624  -0.5788  1.7042
H  -0.4754  1.4969  -1.5330
H  1.1858  1.2275  -1.8923
H  0.0063  -0.1280  -1.9095
H  1.8551  0.0847  -0.0314
H  -0.1159  1.7176  1.6315
H  1.7472  1.3497  1.6554
H  1.1302  2.5637  0.3625
H  0.2244  -0.9186  1.4462
H  -1.9855  0.5659  -0.0043
H  -2.0017  -1.0442  -0.3150
H  0.3390  -3.2019  -0.0576
H  -0.1719  -2.0715  -0.7937
O  0.1932  -2.9600  -0.9639


Most stable: #Q


#P
Molecular formula: CH4N3
Method: DFT, ωB97M-V/def2-TZVPD

Summary:
net charge	+1
gap between HOMO and LUMO (alpha / beta)	8.596 / 9.334	eV

Geometry (Å):
C  -0.4911  -0.5721  0.1953
N  0.7833  -0.5765  -0.1361
N  1.1558  0.6050  0.0829
N  -1.4709  0.1920  -0.0797
H  1.2430  -1.5114  -0.3046
H  2.1380  0.6835  0.3960
H  -2.2430  0.2359  0.5968
H  -1.1152  0.9437  -0.7506


#Q
Molecular formula: CH4N3
Method: DFT, ωB97M-V/def2-TZVPD

Summary:
net charge	+1
gap between HOMO and LUMO	11.986	eV

Geometry (Å):
C  0.0407  -0.0337  -0.0259
N  -0.2826  1.2720  0.0884
N  0.5800  0.4479  0.9983
N  -0.1844  -1.1015  -0.7112
H  -1.0724  1.6023  0.4741
H  1.5437  0.7511  1.0736
H  -0.8548  -1.0164  -1.6161
H  0.2298  -1.9217  -0.2813


Most stable: #Q


#P
Molecular formula: CH4N3
Method: DFT, ωB97M-V/def2-TZVPD

Summary:
net charge	+1
gap between HOMO and LUMO (alpha / beta)	7.279 / 8.231	eV

Geometry (Å):
C  -0.2805  0.1267  0.2730
N  2.9138  0.0651  -0.3089
N  2.1414  -0.4012  0.3818
N  -1.1220  -0.6973  -0.1790
H  -0.7538  0.9035  0.9994
H  2.8341  0.7099  -1.1423
H  -2.0597  -0.5925  -0.2046
H  -0.8907  -1.5404  -0.7223


#Q
Molecular formula: CH4N3
Method: DFT, ωB97M-V/def2-TZVPD

Summary:
net charge	+1
gap between HOMO and LUMO (alpha / beta)	6.779 / 6.643	eV

Geometry (Å):
C  -0.2696  0.0017  0.1546
N  -1.4740  0.7227  0.2330
N  -1.2771  -0.6782  -0.1905
N  2.1571  -0.2652  0.0425
H  -2.0796  1.0505  1.0682
H  -1.8645  -1.3052  -0.6504
H  2.0382  -0.0153  -1.0605
H  2.7696  0.4891  0.4030


Most stable: #P